{
  "formula": "C4H8O3",
  "method": "the ωB97M-V functional and the def2-TZVPD basis",
  "elements": ["O", "C", "C", "C", "O", "C", "O", "H", "H", "H", "H", "H", "H", "H", "H"],
  "coordinates": [[-2.406, 0.229, -0.133], [-1.338, -0.490, 0.429], [0.018, 0.045, 0.023], [1.219, -0.570, 0.728], [2.387, -0.463, -0.041], [0.159, 1.357, -0.596], [0.155, 0.162, -1.396], [-2.287, 0.190, -1.093], [-1.455, -0.451, 1.517], [-1.371, -1.552, 0.133], [1.398, -0.032, 1.665], [0.994, -1.617, 0.986], [2.123, -0.656, -0.954], [1.123, 1.861, -0.548], [-0.718, 1.987, -0.718]],
  "atomic_forces_ev_per_a": [[-0.022, -0.023, -0.275], [0.203, -0.150, 0.214], [-0.012, 0.026, 0.180], [-0.236, -0.065, 0.246], [0.022, -0.082, -0.226], [-0.020, 0.271, 0.020], [0.000, -0.118, -0.187], [-0.093, 0.021, 0.125], [0.031, 0.054, -0.098], [-0.004, 0.134, 0.066], [-0.072, -0.092, -0.082], [0.049, 0.096, -0.096], [0.134, 0.116, 0.086], [-0.119, -0.100, 0.007], [0.140, -0.087, 0.021]],
  "lumo_energy_ev": 0.80,
  "homo_lumo_gap_ev": 11.166,
  "relative_energy_kj_mol": 228.3,
  "energy_ha": -382.87786,
  "largest_force_ev_per_a": 0.35,
  "total_charge": 0,
  "smiles": "OCC1(CO)CO1"
}

***

{
  "formula": "C2H6ClN2P",
  "method": "the ωB97M-V functional and the def2-TZVPD basis",
  "elements": ["C", "C", "N", "N", "P", "Cl", "H", "H", "H", "H", "H", "H"],
  "coordinates": [[0.015, -0.213, -0.409], [-0.964, 0.266, 0.630], [1.237, 0.571, -0.334], [-0.348, 0.108, 1.937], [2.016, 0.450, 1.173], [-0.721, 1.444, 2.900], [0.190, -1.267, -0.257], [-0.263, -0.108, -1.542], [-1.350, 1.358, 0.451], [-1.699, -0.547, 0.818], [1.198, 1.412, -0.883], [1.999, -1.062, 1.011]],
  "atomic_forces_ev_per_a": [[0.137, 0.950, -3.048], [-1.427, 0.553, 0.265], [-0.251, -0.613, 0.459], [-0.659, 1.205, 0.541], [2.399, -1.325, -0.747], [0.082, -0.488, 0.050], [0.460, -0.367, 0.122], [-0.523, -0.246, 2.205], [0.353, -2.285, 0.208], [-0.842, 0.810, -1.000], [0.153, 0.274, 0.297], [0.118, 1.532, 0.648]],
  "lumo_energy_ev": [0.83, -1.65],
  "homo_lumo_gap_ev": [7.106, 7.472],
  "relative_energy_kj_mol": 55.9,
  "energy_ha": -990.68099,
  "multiplicity": 3,
  "largest_force_ev_per_a": 3.20,
  "total_charge": 0
}

***

{
  "formula": "C5H8NO",
  "method": "the ωB97M-V functional and the def2-TZVPD basis",
  "elements": ["C", "C", "C", "C", "C", "N", "O", "H", "H", "H", "H", "H", "H", "H", "H"],
  "coordinates": [[-1.322, -0.323, 0.801], [-0.330, 0.474, 1.313], [-1.407, 1.128, -2.177], [-0.528, -0.828, -0.250], [0.624, 0.043, 0.211], [1.840, -0.697, 0.715], [-0.630, 1.993, -2.216], [-2.348, -0.479, 1.072], [-0.246, 1.210, 2.082], [-2.359, 0.895, -2.640], [-0.598, -1.617, -0.967], [0.962, 0.818, -0.475], [2.449, -0.052, 1.229], [2.364, -1.127, -0.054], [1.529, -1.438, 1.357]],
  "atomic_forces_ev_per_a": [[0.177, -0.111, 0.011], [0.194, -0.214, -0.224], [1.022, -1.065, 1.030], [0.004, 0.395, -0.015], [-0.405, 0.369, -0.103], [-0.056, -0.190, 0.050], [-0.205, 0.414, -0.245], [-0.276, -0.009, 0.070], [-0.034, 0.281, 0.310], [-0.648, 0.372, -0.590], [-0.080, -0.254, -0.257], [0.102, -0.038, -0.030], [0.046, -0.206, -0.098], [0.006, 0.106, 0.192], [0.152, 0.151, -0.101]],
  "lumo_energy_ev": [-3.63, -4.29],
  "homo_lumo_gap_ev": [8.446, 6.973],
  "relative_energy_kj_mol": 408.4,
  "energy_ha": -324.88341,
  "largest_force_ev_per_a": 1.80,
  "total_charge": 1
}

***

{
  "formula": "H30O15",
  "method": "the ωB97M-V functional and the def2-TZVPD basis",
  "elements": ["O", "H", "H", "O", "H", "H", "O", "H", "H", "O", "H", "H", "O", "H", "H", "O", "H", "H", "O", "H", "H", "O", "H", "H", "O", "H", "H", "O", "H", "H", "O", "H", "H", "O", "H", "H", "O", "H", "H", "O", "H", "H", "O", "H", "H"],
  "coordinates": [[-0.091, -0.191, 0.081], [-0.495, 0.577, 0.382], [0.802, 0.034, 0.190], [2.430, -0.184, 1.166], [3.047, -0.011, 1.932], [1.964, -0.959, 1.596], [0.724, 2.782, -1.560], [0.415, 1.921, -1.895], [1.590, 2.572, -1.263], [0.575, -2.858, -0.546], [1.111, -2.653, -1.324], [0.322, -2.000, -0.215], [0.121, 0.328, -3.118], [0.684, -0.083, -2.502], [-0.712, -0.145, -2.969], [2.412, -0.942, -2.044], [2.022, -1.588, -2.601], [2.952, -1.318, -1.377], [3.268, 1.932, -1.446], [3.400, 1.758, -2.390], [3.224, 1.024, -1.218], [-3.071, -0.067, 0.224], [-2.830, 0.528, -0.499], [-4.003, -0.247, -0.008], [-1.418, -2.139, 2.502], [-1.478, -2.503, 1.624], [-1.686, -1.248, 2.338], [-2.688, -2.830, -0.243], [-3.587, -2.827, -0.526], [-2.304, -2.006, -0.518], [-2.615, 1.988, -1.608], [-2.085, 2.215, -0.840], [-2.935, 2.851, -1.932], [-1.283, 2.536, 0.606], [-1.201, 2.715, 1.555], [-0.638, 3.053, 0.207], [0.425, 0.219, 3.511], [0.698, 1.023, 3.032], [-0.517, 0.363, 3.526], [-2.105, 0.596, 2.656], [-2.491, 0.538, 1.760], [-2.492, 1.404, 3.027], [3.760, -1.932, -0.043], [3.223, -1.365, 0.557], [3.554, -2.862, 0.216]],
  "atomic_forces_ev_per_a": [[-0.577, -2.349, -1.245], [-1.789, 2.283, 0.950], [2.200, 0.329, 0.075], [0.307, -0.953, 2.870], [-0.636, 0.467, -1.182], [-0.413, 1.172, -0.509], [-2.051, 0.050, 0.000], [-0.219, 0.371, -0.325], [1.694, -0.090, 0.324], [0.499, -0.699, -0.396], [-0.252, -0.148, 0.406], [-0.417, 0.596, 0.227], [-1.686, 0.434, -1.090], [1.588, -0.783, 1.397], [0.073, 0.432, -0.189], [-1.103, 2.529, -1.127], [-0.015, -0.961, -0.840], [1.266, -1.536, 1.375], [0.547, 0.587, -0.922], [-0.035, 0.845, -0.206], [-0.200, -1.613, 1.214], [-0.850, -0.075, -0.457], [0.089, 0.327, -0.250], [0.517, -0.034, 0.541], [0.340, -0.669, 0.247], [-0.131, -0.721, -0.460], [-0.190, 0.871, 0.308], [0.827, -0.993, 0.409], [-0.894, 0.068, -0.283], [0.113, 0.662, -0.152], [-0.532, 0.441, -0.799], [0.146, 0.271, 0.275], [0.150, -0.748, 0.103], [-1.562, -1.294, 2.154], [-0.226, -0.214, -0.340], [2.461, 1.619, -1.718], [1.235, 0.940, -0.242], [0.185, -0.539, 0.289], [-0.786, -0.516, -0.045], [-0.504, 1.183, 0.201], [-0.117, -0.260, -0.089], [-0.050, -0.478, 0.066], [0.122, -1.573, 0.486], [0.630, -0.253, -0.633], [0.247, 1.020, -0.420]],
  "lumo_energy_ev": -0.21,
  "homo_lumo_gap_ev": 9.968,
  "relative_energy_kj_mol": 170.3,
  "energy_ha": -1146.57521,
  "largest_force_ev_per_a": 3.41,
  "total_charge": 0
}